A 2-piece molecular cluster, C3H7NO3 overall in a non-equilibrium geometry, computed with ωB97M-V/def2-TZVPD.

E   -10857.0061 eV
Structure (SMILES)   CC(=O)NC=O.O
HOMO level   -10.4 eV
LUMO   0.61 eV
Orbital gap   11.1 eV

ORCA input file:
```
! wB97M-V def2-TZVPD RIJCOSX def2/J DEFGRID3
* xyz 0 1
C 0.36 -1.61 0.86
C -0.21 -0.33 0.33
O -1.00 0.33 0.93
N 0.23 0.07 -0.97
C -0.40 -0.45 -2.09
O -0.38 0.09 -3.16
H 0.15 -2.41 0.14
H 1.44 -1.59 1.01
H -0.12 -1.80 1.82
H 0.90 0.80 -1.11
H -0.94 -1.38 -1.88
O 0.29 2.75 1.10
H 0.13 3.41 1.80
H -0.44 2.13 1.20
*
```

Mulliken atomic charge list, values in e, 2 entries:
1. C -0.990
2. C 0.482